[1]
ORCA calculation (ωB97M-V/def2-TZVPD) on a 12-piece molecular cluster, C48H116N7O22 overall.

Structure (XYZ):
```
193
Properties=species:S:1:pos:R:3:forces:R:3
O -0.799 1.479 -1.944 -2.701 0.454 0.901
H -0.978 1.039 -2.778 -0.307 -0.881 -2.372
H -1.017 0.878 -1.228 -0.452 -0.351 1.211
H 0.144 1.620 -1.828 3.564 1.386 0.115
C 2.214 4.855 -4.017 -3.147 -5.277 -0.186
C 1.643 3.599 -3.510 1.445 2.857 1.941
C 1.993 3.257 -1.958 0.271 0.470 1.024
O 1.453 2.236 -1.376 0.187 0.084 -0.701
C 2.826 4.125 -1.214 -1.553 -2.292 -2.182
C 3.309 5.275 -1.817 2.538 3.417 2.364
C 3.011 5.639 -3.273 3.548 4.169 -2.340
O 3.592 6.618 -3.945 -1.205 -2.204 3.236
O 4.007 6.032 -1.054 -1.209 -0.880 -2.363
O 0.837 2.865 -4.082 -0.451 -1.144 -0.477
H 2.044 5.008 -5.073 0.078 0.446 -0.052
H 3.233 3.920 -0.235 -0.382 -0.199 0.188
O -0.981 0.802 0.558 0.518 0.042 -0.625
H -1.692 0.505 1.125 -0.773 -0.786 0.623
H -0.321 1.144 1.160 0.538 0.570 -0.035
O 0.959 2.856 1.488 -0.369 -0.238 0.745
H 1.391 2.661 0.657 0.162 -0.100 -1.214
H 1.572 3.428 1.949 0.093 0.233 0.112
O 0.664 2.405 -6.750 -0.307 -0.519 -1.127
H 0.999 3.236 -7.088 0.061 0.177 -0.014
H 0.768 2.473 -5.801 0.216 0.449 1.096
C 3.896 0.735 -4.646 -0.364 -0.670 -0.046
O 3.982 -0.488 -5.422 1.048 0.003 0.776
C 4.642 -1.597 -4.757 -0.456 0.688 0.453
C 4.654 -2.758 -5.710 -1.514 -0.267 -0.346
N 3.273 -3.313 -5.920 1.195 -0.706 -0.247
C 3.298 -4.370 -7.025 0.097 1.587 1.563
C 1.892 -4.814 -7.371 0.544 0.802 -0.996
O 1.239 -3.645 -7.967 -0.839 -1.536 1.598
C -0.171 -3.849 -7.991 -0.326 0.745 -0.292
H 3.339 0.525 -3.733 -0.364 0.163 0.024
H 3.392 1.488 -5.251 -0.214 -0.290 -0.006
H 4.827 1.199 -4.320 0.568 -0.458 -0.297
H 4.163 -1.820 -3.804 -0.684 -0.186 0.030
H 5.660 -1.405 -4.418 0.408 0.622 -0.514
H 5.300 -3.573 -5.385 0.161 0.151 0.061
H 5.006 -2.306 -6.638 0.424 -0.310 -0.378
H 2.727 -2.493 -6.139 -0.460 -0.177 -0.604
H 3.899 -5.172 -6.597 -0.170 -0.307 -0.115
H 3.863 -3.970 -7.867 -0.234 -0.080 -0.468
H 1.440 -5.287 -6.499 -0.582 0.842 0.391
H 1.848 -5.618 -8.105 0.424 -0.068 -0.386
H -0.672 -2.914 -8.240 0.381 0.141 -0.585
H -0.679 -4.068 -7.052 0.693 -0.467 0.607
H -0.463 -4.620 -8.704 0.066 -0.103 -0.186
C -6.251 3.661 0.050 1.205 -0.086 1.268
O -4.914 4.073 -0.191 0.102 0.698 -0.813
C -3.987 4.088 0.910 -0.421 -1.428 0.352
C -2.571 4.213 0.350 -2.433 -0.283 -1.646
N -2.639 5.508 -0.337 0.421 -0.159 0.793
C -1.362 5.808 -0.869 1.766 0.649 -0.018
C -1.034 5.096 -2.208 0.739 1.323 2.649
O -2.060 5.412 -3.096 -0.360 -0.353 -0.253
C -1.845 4.797 -4.331 0.510 -0.884 -0.428
H -6.210 2.671 0.505 -0.247 -0.533 -0.171
H -6.844 3.650 -0.865 0.322 0.153 0.010
H -6.710 4.273 0.827 -0.298 0.424 -0.155
H -4.158 3.124 1.390 0.260 -0.270 0.522
H -4.191 4.875 1.636 -0.203 0.269 -0.135
H -2.517 3.454 -0.431 0.125 -0.623 -0.078
H -1.711 3.970 0.973 -0.233 0.831 0.515
H -3.208 5.384 -1.162 -0.693 -0.035 0.178
H -0.619 5.574 -0.107 0.335 -0.667 -0.139
H -1.193 6.884 -0.863 -0.351 0.332 -0.997
H -0.892 4.038 -1.990 -0.374 -0.320 -0.457
H -0.047 5.499 -2.438 0.044 -0.030 -0.919
H -0.826 4.993 -4.665 -0.125 0.817 -0.708
H -2.676 4.974 -5.013 0.313 0.668 -0.075
H -1.759 3.710 -4.302 -0.389 -0.562 0.749
C -1.684 -6.061 -2.962 -0.651 2.039 -1.459
O -1.298 -5.310 -1.837 -0.045 -0.393 -0.315
C -1.809 -5.884 -0.677 1.201 -0.212 1.380
C -1.331 -5.051 0.528 -0.844 -1.562 0.196
N -1.490 -5.832 1.784 -0.949 0.742 -1.400
C -0.924 -5.076 2.851 -1.297 0.123 1.724
C -1.798 -3.849 3.278 0.547 -0.009 -1.124
O -1.614 -2.619 2.536 -0.638 -1.379 0.677
C -0.278 -2.333 2.292 0.739 0.981 -0.067
H -1.036 -6.853 -3.338 0.008 -0.416 0.824
H -1.692 -5.324 -3.764 0.359 0.074 -0.357
H -2.753 -6.269 -2.928 -0.005 -0.908 0.337
H -1.393 -6.885 -0.564 0.229 -0.440 0.054
H -2.885 -6.053 -0.701 -0.310 0.512 -0.014
H -1.966 -4.168 0.594 0.338 0.234 0.132
H -0.269 -4.813 0.476 0.042 0.378 -0.781
H -1.088 -6.755 1.713 0.232 0.062 -0.122
H 0.138 -4.872 2.718 0.164 0.319 0.159
H -1.080 -5.680 3.745 0.595 -0.308 0.177
H -1.652 -3.695 4.347 0.344 0.400 0.131
H -2.844 -4.128 3.153 0.004 -0.013 -0.150
H 0.334 -2.409 3.190 0.124 -0.169 0.266
H -0.218 -1.294 1.970 -0.117 -0.008 -0.136
H 0.177 -2.943 1.511 -0.076 -0.146 -0.064
C -4.526 1.620 -2.513 -1.829 1.116 1.128
O -3.593 0.722 -2.951 1.188 0.164 -2.238
C -3.494 0.875 -4.403 1.028 -1.115 0.298
C -2.358 -0.008 -4.879 -0.414 -0.446 1.248
N -1.089 0.530 -4.409 0.444 -0.478 -0.096
C 0.083 -0.301 -4.742 0.636 -1.254 -0.704
C 0.375 -1.535 -3.835 -0.571 2.051 -0.443
O 0.371 -1.019 -2.530 0.184 -0.980 0.405
C 0.679 -1.973 -1.538 -0.950 0.483 1.473
H -4.410 2.650 -2.851 0.412 0.087 -0.355
H -4.566 1.726 -1.429 0.363 -0.399 0.069
H -5.519 1.294 -2.820 -0.425 0.014 -0.126
H -3.236 1.874 -4.754 -0.478 0.518 0.592
H -4.392 0.510 -4.901 -0.420 0.256 0.211
H -2.440 -0.170 -5.954 0.252 0.081 -0.258
H -2.563 -0.949 -4.368 0.333 -0.407 -0.171
H -0.957 1.407 -4.892 0.308 0.412 0.059
H 1.007 0.269 -4.840 -0.354 0.476 0.344
H -0.079 -0.735 -5.729 0.068 -0.027 -0.450
H 1.370 -1.947 -4.005 -0.043 -0.180 -0.627
H -0.411 -2.255 -4.062 -0.083 -0.549 0.569
H -0.192 -2.558 -1.243 -0.465 -0.234 -0.351
H 0.867 -1.372 -0.648 0.457 -0.057 0.087
H 1.465 -2.716 -1.673 0.470 0.421 -0.753
C 0.143 1.005 4.218 1.613 1.359 -1.452
O -0.386 1.454 5.423 -1.085 -0.417 0.716
C -0.394 0.531 6.484 0.446 -0.504 0.858
C 0.913 0.723 7.272 0.524 -1.904 0.030
N 1.160 2.066 7.726 -0.675 1.038 -1.114
C 0.400 2.396 8.915 0.371 -1.189 0.661
C 0.331 3.856 9.295 -0.958 0.242 0.245
O -0.606 4.670 8.550 0.241 -0.234 -0.071
C -2.008 4.350 8.695 1.239 -0.444 0.348
H -0.578 0.804 3.425 -0.331 -0.273 0.315
H 0.957 0.281 4.188 -0.442 -0.956 0.906
H 0.752 1.837 3.864 -0.397 0.425 -0.412
H -0.592 -0.494 6.170 0.760 -0.300 -0.515
H -1.243 0.614 7.163 -0.342 1.128 -0.092
H 1.750 0.393 6.656 0.067 0.271 -0.464
H 1.002 0.007 8.088 -0.403 -0.019 0.418
H 0.656 2.550 6.996 0.527 1.040 -0.571
H 0.960 1.868 9.687 -0.228 0.137 0.635
H -0.561 1.887 8.842 -0.560 0.331 0.416
H 1.347 4.250 9.287 -0.133 0.488 -0.906
H 0.085 3.983 10.349 -0.403 -0.474 0.309
H -2.207 3.342 8.331 -0.164 0.054 -0.499
H -2.586 5.113 8.174 0.222 -0.186 -0.092
H -2.322 4.308 9.738 0.139 0.349 0.355
C 8.057 -4.122 5.343 -0.393 -0.307 -0.107
O 7.394 -2.886 5.195 -0.560 -0.367 -0.444
C 6.613 -2.834 3.970 0.383 1.989 1.018
C 6.095 -1.367 3.882 0.041 -1.126 0.107
N 5.260 -1.268 2.721 -1.760 0.965 0.254
C 4.439 -0.003 2.617 1.751 -1.723 -1.872
C 3.732 -0.009 1.229 0.483 0.787 0.468
O 4.588 -0.313 0.129 1.328 -0.571 0.923
C 4.187 0.249 -1.094 -1.493 0.573 -0.016
H 7.324 -4.922 5.236 0.064 -0.351 -0.285
H 8.496 -4.285 6.328 -0.094 0.692 0.168
H 8.863 -4.226 4.617 0.017 -0.133 -0.263
H 5.696 -3.421 3.925 0.224 -0.644 0.501
H 7.256 -3.094 3.129 0.054 0.021 -0.199
H 6.905 -0.650 4.015 0.398 0.175 -0.479
H 5.451 -1.183 4.742 -0.064 -0.223 0.231
H 5.694 -1.471 1.831 0.201 0.294 0.041
H 5.147 0.824 2.678 -0.115 0.472 -0.136
H 3.694 0.153 3.397 -0.018 -0.534 0.125
H 3.392 1.024 1.168 -0.549 0.047 -0.524
H 2.898 -0.710 1.226 -0.229 0.005 0.062
H 4.145 1.334 -0.992 -0.247 0.160 -0.171
H 3.196 -0.143 -1.321 -0.455 0.340 -0.113
H 4.743 0.041 -2.008 0.959 -0.533 0.734
C -4.725 -3.249 -0.890 0.685 0.427 0.392
O -4.536 -2.329 0.162 -1.130 0.080 0.884
C -3.684 -1.231 -0.121 -0.601 0.206 -0.810
C -3.966 0.005 0.837 1.293 -2.944 -2.017
N -3.086 -0.262 1.972 -0.932 1.911 0.765
C -3.471 0.651 3.061 -0.765 -0.840 1.075
C -3.236 0.087 4.468 0.595 0.409 -0.025
O -4.280 -0.797 4.811 -0.085 -0.658 0.480
C -4.120 -1.422 6.085 0.032 0.286 -0.291
H -5.418 -2.883 -1.648 -0.304 0.040 0.017
H -5.065 -4.172 -0.420 -0.123 0.000 -0.264
H -3.772 -3.412 -1.394 0.236 -0.331 -0.152
H -3.833 -0.958 -1.166 -0.029 0.340 -0.137
H -2.697 -1.688 -0.054 0.644 0.847 0.273
H -5.046 0.005 0.982 -0.141 0.049 0.615
H -3.702 0.910 0.290 0.250 0.129 0.291
H -3.242 -1.207 2.294 0.192 -0.237 -0.057
H -4.557 0.733 3.016 -0.325 0.429 0.125
H -3.084 1.667 2.984 0.431 -0.155 -0.279
H -3.161 0.899 5.192 -0.332 0.365 0.112
H -2.266 -0.399 4.569 0.180 -0.426 -0.336
H -4.145 -0.712 6.911 -0.277 0.411 0.006
H -3.165 -1.930 6.217 0.270 -0.224 -0.463
H -4.920 -2.149 6.222 -0.002 0.128 -0.176
```
Forces are in eV/Å.

Summary:
Frontier orbital gap: 5.64 eV
Total charge: -1
Electronic energy: -107120.913 eV
Molecular weight: 1143.5 Da
Highest occupied orbital energy: -4.0 eV



[2]
ORCA calculation (ωB97M-V/def2-TZVPD) on an isolated ion of composition C8H12FN2O2 and charge +1.

Structure (XYZ):
```
25
Properties=species:S:1:pos:R:3:forces:R:3
C -1.193 2.310 -2.185 1.310 0.646 -0.365
C 0.342 1.910 -1.815 -0.785 0.840 -1.142
O 0.717 2.476 -0.538 -1.365 -0.882 -0.239
C 0.662 0.347 -1.990 -0.198 -0.793 0.419
C 0.282 -0.571 -0.744 -0.878 -1.035 4.158
C 0.037 -0.279 0.751 0.611 -2.872 -5.202
N -0.223 -1.577 1.353 0.320 0.302 -1.933
C -0.445 -1.510 2.829 0.297 0.067 0.551
C 0.861 -0.786 3.463 0.655 2.608 2.228
O 0.826 0.225 4.175 0.110 -4.592 -3.257
F 2.124 -1.386 3.126 -3.168 1.012 0.473
C -0.188 -2.675 0.431 0.790 5.222 -0.148
N 0.120 -2.027 -0.818 -0.478 0.054 2.759
H -1.164 3.437 -2.455 -0.171 -1.862 0.580
H -1.917 2.173 -1.313 0.902 -0.124 -1.285
H -1.481 1.762 -3.144 0.051 0.632 1.508
H 0.983 2.460 -2.609 -0.887 -1.113 1.333
H -0.124 2.577 -0.023 1.126 0.094 -0.711
H 1.790 0.199 -2.201 -1.852 0.172 0.361
H 0.040 -0.045 -2.886 1.206 0.638 1.378
H 0.074 0.745 1.242 -0.060 -1.978 -0.377
H -0.633 -2.535 3.299 0.454 1.446 -0.766
H -1.362 -0.829 3.005 1.703 -1.118 -0.066
H -0.359 -3.770 0.688 0.340 1.841 -0.614
H 0.231 -2.629 -1.645 -0.032 0.797 0.357
```
Forces are in eV/Å.

Summary:
Frontier orbital gap: 9.63 eV
Total charge: +1
Electronic energy: -18273.729 eV
SMILES string: C[C@@H](O)Cc1cn(CC(=O)F)c[nH+]1
Molecular weight: 187.2 Da
Highest occupied orbital energy: -13.6 eV



> Which of these has the highest electronic energy?

C8H12FN2O2